[1]
Below is a cluster of 2 separate species, ClF3Si in total at a distorted geometry, with properties calculated with ωB97M-V with the def2-TZVPD basis set.

Last column: Mulliken charge in e.
Element x y z (Å)
F  -0.18  0.69  1.69  -0.187
F  -1.65  0.51  -0.39  -0.174
F  -0.52  -1.61  0.43  -0.210
Si  -0.36  -0.03  0.30  0.704
Cl  2.70  0.45  -2.03  -0.133

E_LUMO (spin up / spin down): -0.0926 / -0.1457 hartree
Energy: -1049.3643 Eh
Relative energy (zero: lowest compared OMol25 entry of this formula, charge and spin): 105.1 kcal/mol
Highest occupied orbital energy (spin up / spin down): -11.911 / -10.014 eV
Orbital gap (spin up / spin down): 9.39 / 6.05 eV

---

[2]
Below is a cluster of 2 separate species, ClF3Si in total at a distorted geometry, with properties calculated with ωB97M-V with the def2-TZVPD basis set.

Last column: Mulliken charge in e.
Element x y z (Å)
F  0.49  0.95  -1.38  -0.234
F  1.45  0.57  1.04  -0.138
F  0.74  -1.51  -0.02  -0.222
Si  0.39  0.08  0.01  0.825
Cl  -3.07  -0.09  0.36  -0.230

E_LUMO (spin up / spin down): -0.1077 / -0.1421 hartree
Energy: -1049.3686 Eh
Relative energy (zero: lowest compared OMol25 entry of this formula, charge and spin): 102.4 kcal/mol
Highest occupied orbital energy (spin up / spin down): -11.543 / -10.553 eV
Orbital gap (spin up / spin down): 8.61 / 6.69 eV

---

[3]
Below is a cluster of 2 separate species, ClFH2N2 in total at a distorted geometry, with properties calculated with ωB97M-V with the def2-TZVPD basis set.

Last column: Mulliken charge in e.
Element x y z (Å)
H  1.03  1.30  -0.06  0.284
N  0.34  0.56  -0.39  -0.181
N  -0.79  0.43  -0.18  0.120
Cl  -1.87  1.68  0.64  -0.225
F  0.70  -1.58  0.34  -0.418
H  0.60  -2.40  -0.35  0.420

E_LUMO: 0.0164 hartree
Energy: -670.6524 Eh
Relative energy (zero: lowest compared OMol25 entry of this formula, charge and spin): 21.8 kcal/mol
Highest occupied orbital energy: -9.401 eV
Orbital gap: 9.85 eV
Structure (SMILES): [H]/N=N\Cl.F

---

[4]
Below is the molecule ClFIPS at a distorted geometry, with properties calculated with ωB97M-V with the def2-TZVPD basis set.

Last column: Mulliken charge in e.
Element x y z (Å)
F  0.86  0.10  1.15  -0.152
P  1.14  -0.65  -0.22  0.390
S  -2.27  0.13  1.27  -0.453
Cl  1.78  0.88  -1.39  -0.120
I  -1.50  -0.46  -0.80  0.334

E_LUMO (spin up / spin down): -0.0582 / -0.0582 hartree
Energy: -1597.2900 Eh
Relative energy (zero: lowest compared OMol25 entry of this formula, charge and spin): 58.0 kcal/mol
Highest occupied orbital energy (spin up / spin down): -8.175 / -8.175 eV
Orbital gap (spin up / spin down): 6.59 / 6.59 eV